(1)
DFT (wB97M-V/def2-TZVPD) results for a structure of composition C40H28Br3Cl3MnN4O2S.

Each line ends with the Löwdin spin population.
Atoms and positions in Å:
Mn1 -0.415 0.113 1.579  3.907
Br1 -5.197 -0.687 1.417  0.004
C1 -4.392 0.809 2.249  0.014
C2 -5.152 1.717 2.978  -0.004
C3 -4.548 2.730 3.692  0.016
Br2 -5.630 3.856 4.776  0.003
C4 -3.146 2.929 3.650  0.000
C5 -2.431 3.906 4.371  0.007
C6 -1.067 3.982 4.220  -0.001
C7 -0.424 3.121 3.325  0.012
N1 -1.056 2.183 2.638  0.038
C8 -2.391 2.056 2.830  0.006
C9 -2.999 0.934 2.168  -0.002
O1 -2.219 0.089 1.587  0.048
H1 -6.224 1.600 3.004  -0.001
H2 -2.951 4.597 5.017  0.000
H3 -0.491 4.710 4.770  0.000
H4 0.640 3.211 3.151  0.001
Cl1 5.985 -2.884 -3.158  0.000
C10 4.486 -2.136 -3.550  0.000
C11 3.989 -1.117 -2.750  0.000
C12 2.800 -0.505 -3.095  0.000
C13 2.085 -0.894 -4.221  0.000
C14 0.792 -0.187 -4.574  0.000
C15 -0.420 -0.983 -4.018  0.001
N2 -0.280 -1.141 -2.599  0.003
C16 0.332 -2.185 -1.973  0.001
C17 0.385 -1.863 -0.651  0.005
N3 -0.175 -0.626 -0.467  0.032
C18 -0.559 -0.223 -1.662  0.009
O2 0.779 1.114 -4.022  0.000
C19 0.643 2.163 -4.967  0.000
C20 -0.712 2.193 -5.613  0.000
C21 -1.861 2.503 -4.939  0.000
Cl2 -1.975 2.920 -3.286  0.000
S1 -3.269 2.445 -5.942  0.000
C22 -2.301 1.990 -7.287  0.000
C23 -0.985 1.892 -6.972  0.000
C24 2.583 -1.944 -4.989  0.000
Cl3 1.703 -2.512 -6.366  0.000
C25 3.781 -2.561 -4.666  0.000
H5 4.535 -0.804 -1.875  0.000
H6 2.410 0.308 -2.502  0.000
H7 0.686 -0.145 -5.665  0.000
H8 -0.461 -1.966 -4.490  0.000
H9 -1.338 -0.431 -4.234  0.000
H10 0.661 -3.057 -2.498  0.000
H11 0.771 -2.435 0.173  0.001
H12 -1.033 0.715 -1.879  0.000
H13 1.423 2.087 -5.733  0.000
H14 0.802 3.075 -4.385  0.000
H15 -2.773 1.824 -8.236  0.000
H16 -0.223 1.626 -7.683  0.000
H17 4.161 -3.364 -5.277  0.000
Br3 3.505 3.836 0.654  -0.001
C26 3.173 2.033 1.143  -0.001
C27 4.213 1.178 1.499  0.010
C28 3.885 -0.126 1.834  -0.001
C29 2.555 -0.514 1.867  0.010
N4 1.552 0.325 1.561  -0.009
C30 1.870 1.567 1.168  0.016
H18 5.234 1.522 1.501  0.001
H19 4.661 -0.832 2.085  0.000
H20 2.272 -1.522 2.150  0.001
H21 1.049 2.216 0.863  0.003
C31 -1.565 -4.803 3.803  -0.004
C32 -1.770 -4.116 2.597  0.007
C33 -1.378 -2.811 2.473  0.000
C34 -0.757 -2.126 3.543  -0.010
C35 -0.279 -0.791 3.404  -0.143
C36 0.309 -0.183 4.494  0.007
C37 0.450 -0.856 5.719  -0.007
C38 0.026 -2.148 5.853  0.022
C39 -0.581 -2.819 4.774  -0.006
C40 -1.002 -4.161 4.872  0.003
H22 -1.855 -5.839 3.881  0.000
H23 -2.231 -4.625 1.764  0.000
H24 -1.541 -2.281 1.534  0.003
H25 0.675 0.837 4.440  0.000
H26 0.899 -0.348 6.559  -0.001
H27 0.161 -2.678 6.784  0.001
H28 -0.867 -4.681 5.809  0.000

## Properties
Expectation value of S²: 6.13
Spin multiplicity: 5
Charge: +1
Energy above the lowest of the compared OMol25 structures with the same formula, charge and spin (kcal per mole): 25.7
Calculated total energy (eV): -341836.39592
Orbital gap (spin up / spin down) (Eh): 0.2506 / 0.2457

---

(2)
DFT (wB97M-V/def2-TZVPD) results for a structure of composition C40H29Br2IN5O5V.

Each line ends with the Löwdin spin population.
Atoms and positions in Å:
V1 -0.473 0.699 -0.602  1.749
C1 -1.426 -2.995 -2.605  -0.002
C2 -0.254 -2.243 -3.175  0.020
N1 0.615 -2.921 -3.921  0.114
C3 1.700 -2.274 -4.362  -0.015
C4 1.964 -0.942 -4.134  0.071
C5 3.265 -0.356 -4.599  0.016
O1 3.131 0.587 -5.667  0.008
C6 1.029 -0.177 -3.376  0.056
C7 1.244 1.206 -3.135  0.266
N2 0.712 1.964 -2.154  0.179
C8 1.370 3.137 -1.854  0.023
C9 2.762 3.273 -2.081  0.034
C10 3.454 4.430 -1.789  0.001
C11 2.802 5.520 -1.228  0.038
C12 1.453 5.406 -0.931  -0.001
C13 0.761 4.248 -1.240  0.033
I1 -1.290 4.239 -0.736  0.012
C14 -0.080 -0.892 -2.838  0.094
O2 -0.899 -0.289 -1.999  0.042
H1 -1.460 -3.986 -3.052  0.000
H2 -2.362 -2.467 -2.799  0.000
H3 -1.327 -3.097 -1.520  0.000
H4 2.411 -2.881 -4.918  -0.003
H5 3.934 -1.171 -4.902  0.001
H6 3.746 0.185 -3.781  0.004
H7 2.541 0.196 -6.318  0.001
H8 1.941 1.682 -3.820  0.014
H9 3.304 2.411 -2.445  0.005
H10 4.519 4.481 -1.983  0.000
H11 3.331 6.436 -0.999  0.003
H12 0.934 6.228 -0.455  -0.001
C15 -3.224 1.697 -2.125  0.003
O3 -2.689 1.179 -0.911  0.007
C16 -3.418 0.186 -0.302  -0.002
C17 -4.793 0.080 -0.427  0.000
C18 -5.474 -0.967 0.178  -0.005
C19 -4.773 -1.915 0.905  0.001
C20 -3.400 -1.810 1.037  -0.003
C21 -2.698 -0.757 0.447  0.006
N3 -1.308 -0.638 0.500  -0.009
N4 -0.721 -1.572 1.161  0.069
C22 0.593 -1.825 1.093  0.005
C23 1.531 -1.133 0.255  0.040
O4 1.225 -0.127 -0.465  0.022
C24 2.866 -1.631 0.184  -0.005
C25 3.267 -2.724 0.874  0.030
C26 2.371 -3.438 1.723  0.002
C27 2.773 -4.591 2.423  0.005
C28 1.900 -5.273 3.230  -0.002
C29 0.584 -4.812 3.370  0.006
C30 0.168 -3.688 2.698  -0.002
C31 1.040 -2.982 1.850  0.008
H13 -3.710 0.907 -2.699  0.000
H14 -2.388 2.092 -2.695  0.000
H15 -3.933 2.504 -1.925  0.000
H16 -5.341 0.813 -1.004  0.000
H17 -6.550 -1.035 0.079  0.000
H18 -5.293 -2.743 1.370  0.000
H19 -2.836 -2.546 1.588  0.000
H20 3.555 -1.094 -0.457  -0.001
H21 4.289 -3.072 0.782  0.002
H22 3.795 -4.933 2.307  0.000
H23 2.225 -6.158 3.764  0.000
H24 -0.100 -5.342 4.021  0.000
H25 -0.842 -3.324 2.816  0.000
Br1 2.847 2.291 1.392  0.001
C32 1.374 2.153 2.572  -0.001
C33 1.600 2.262 3.947  0.001
C34 0.566 2.081 4.821  -0.003
Br2 0.931 2.225 6.689  0.000
C35 -0.743 1.820 4.370  0.001
C36 -1.861 1.638 5.209  0.000
C37 -3.098 1.447 4.656  0.000
C38 -3.222 1.443 3.259  -0.001
N5 -2.204 1.585 2.447  0.001
C39 -0.972 1.751 2.967  0.003
C40 0.124 1.871 2.030  0.010
O5 -0.084 1.705 0.756  0.056
H26 2.594 2.476 4.312  0.000
H27 -1.735 1.657 6.283  0.000
H28 -3.971 1.311 5.280  0.000
H29 -4.189 1.317 2.778  0.000

## Properties
Expectation value of S²: 3.79
Spin multiplicity: 4
Charge: -1
Energy above the lowest of the compared OMol25 structures with the same formula, charge and spin (kcal per mole): 31.6
Calculated total energy (eV): -233515.28093
Orbital gap (spin up / spin down) (Eh): 0.1481 / 0.2328

---

(3)
DFT (wB97M-V/def2-TZVPD) results for a structure of composition C40H29Cl2N2NiO5PS.

Each line ends with the Löwdin spin population.
Atoms and positions in Å:
Ni1 0.140 -0.074 0.021  1.737
Cl1 -1.073 0.268 7.252  0.000
C1 -1.094 0.287 5.510  -0.001
C2 -2.183 0.876 4.845  0.000
C3 -2.222 0.915 3.482  0.002
Cl2 -3.599 1.616 2.685  0.000
C4 -1.168 0.389 2.662  0.004
O1 -1.234 0.479 1.397  0.041
C5 -0.102 -0.233 3.379  0.000
C6 0.991 -0.887 2.715  0.002
O2 1.199 -0.971 1.505  0.042
C7 -0.083 -0.269 4.789  0.000
H1 -2.998 1.298 5.419  0.000
H2 1.719 -1.377 3.379  0.003
H3 0.748 -0.748 5.294  0.000
O3 1.312 1.319 -2.612  0.000
S1 2.001 0.047 -2.568  0.004
O4 2.325 -0.553 -3.838  0.005
N1 1.212 -0.905 -1.553  0.036
C8 0.798 -2.209 -1.887  0.003
C9 1.412 -3.121 -2.723  0.000
C10 0.847 -4.390 -2.967  0.001
C11 -0.325 -4.786 -2.395  0.000
C12 -0.979 -3.900 -1.515  0.001
C13 -2.203 -4.206 -0.882  -0.002
C14 -2.788 -3.306 -0.040  0.002
C15 -2.138 -2.081 0.199  0.003
N2 -0.998 -1.769 -0.373  0.045
C16 -0.410 -2.638 -1.248  0.002
C17 3.560 0.380 -1.793  0.000
C18 3.769 0.231 -0.428  0.000
C19 5.002 0.582 0.106  0.000
C20 6.008 1.076 -0.715  0.000
C21 5.791 1.210 -2.080  0.000
C22 4.567 0.858 -2.626  0.000
H4 2.328 -2.849 -3.218  0.000
H5 1.369 -5.065 -3.634  0.000
H6 -0.753 -5.760 -2.596  0.000
H7 -2.668 -5.166 -1.077  0.000
H8 -3.729 -3.516 0.450  0.000
H9 -2.549 -1.343 0.876  0.000
H10 2.989 -0.163 0.210  0.000
H11 5.177 0.466 1.169  0.000
H12 6.969 1.341 -0.291  0.000
H13 6.581 1.580 -2.723  0.000
H14 4.380 0.950 -3.688  0.000
O5 1.078 1.717 0.323  0.025
P1 0.628 3.021 -0.303  0.006
C23 0.297 4.236 0.999  0.001
C24 -0.740 3.937 1.887  0.000
C25 -1.004 4.770 2.961  0.000
C26 -0.231 5.910 3.161  0.000
C27 0.800 6.213 2.285  0.000
C28 1.068 5.378 1.205  0.001
C29 1.869 3.740 -1.370  0.001
C30 3.202 3.520 -1.031  0.000
C31 4.210 4.071 -1.806  0.000
C32 3.888 4.838 -2.918  0.000
C33 2.558 5.047 -3.263  0.000
C34 1.545 4.491 -2.496  0.000
C35 -0.940 2.837 -1.182  0.002
C36 -1.749 3.941 -1.439  0.001
C37 -2.980 3.775 -2.059  0.000
C38 -3.418 2.504 -2.408  0.001
C39 -2.628 1.393 -2.142  0.003
C40 -1.397 1.573 -1.545  0.023
H15 -1.338 3.045 1.729  0.000
H16 -1.812 4.530 3.641  0.000
H17 -0.438 6.563 4.000  0.000
H18 1.399 7.102 2.438  0.000
H19 1.870 5.629 0.521  0.000
H20 3.446 2.901 -0.176  0.000
H21 5.246 3.893 -1.547  0.000
H22 4.677 5.260 -3.529  0.000
H23 2.310 5.627 -4.142  0.000
H24 0.511 4.628 -2.789  0.000
H25 -1.431 4.930 -1.128  0.000
H26 -3.606 4.637 -2.253  0.000
H27 -4.382 2.378 -2.884  0.000
H28 -2.965 0.398 -2.401  0.000
H29 -0.789 0.693 -1.381  0.008

## Properties
Expectation value of S²: 2.00
Spin multiplicity: 3
Energy above the lowest of the compared OMol25 structures with the same formula, charge and spin (kcal per mole): 0.0
Calculated total energy (eV): -141384.06282
Orbital gap (spin up / spin down) (Eh): 0.2814 / 0.2807